Entry from the Open Molecules 2025 dataset: a 2-piece molecular cluster, C2H5N3O overall in a non-equilibrium geometry (wB97M-V/def2-TZVPD).

The geometry in XYZ format:
```
11
Properties=species:S:1:pos:R:3:forces:R:3
C -1.90651 -0.77230 0.07919 -0.6066 1.3476 0.3761
C -1.98851 0.58328 0.26331 -0.0958 -1.2620 -0.1343
O -0.80717 1.09888 -0.05403 -0.5525 0.4214 0.2208
N -0.00487 0.04952 -0.43032 0.9256 0.0286 -0.4795
N -0.64557 -1.01461 -0.34950 0.2922 -0.5811 -0.1482
H -2.62632 -1.54699 0.22266 -0.1956 -0.1620 0.0353
H -2.77075 1.23686 0.58492 -0.0967 0.2157 0.0677
N 2.95659 0.18497 -0.07053 0.4711 0.0060 0.0792
H 2.60174 0.12276 -1.01574 -0.0858 -0.0006 0.0498
H 2.32833 0.79693 0.43419 -0.0199 -0.0844 -0.0519
H 2.86305 -0.73931 0.33586 -0.0360 0.0707 -0.0151
```
Positions in Å, forces in eV/Å.

Calculated values
Lowest unoccupied orbital energy   0.804 eV
SMILES string   c1conn1.N
HOMO level   -0.3467 Eh
Total charge   0
Frontier orbital gap   0.3763 Eh
ΔE to the lowest compared entry with this formula, charge and spin   2.9438 eV